1.
Entry from OMol25: C37H46BBrCoF4N2O2P as an isolated structure (ωB97M-V/def2-TZVPD).

```
95
Properties=species:S:1:pos:R:3:lowdin_charge:R:1
Co 0.7184 -0.3078 -1.9543 0.486
C 3.5611 1.3938 4.8998 -0.070
C 2.1835 2.0060 4.6451 -0.563
C 2.2931 3.5284 4.8192 -0.052
C 1.2153 1.4487 5.6972 -0.054
C 1.6672 1.6880 3.2409 -0.186
C 2.4325 1.0465 2.2822 -0.099
C 1.8927 0.8072 1.0303 -0.524
Br 2.9767 -0.0173 -0.2962 0.986
C 0.5875 1.1509 0.6430 -0.407
O 0.1110 0.8705 -0.5387 -0.219
C -0.1839 1.8437 1.6199 -0.081
C 0.3754 2.0803 2.8663 0.008
C -1.6123 2.2936 1.2812 -0.528
C -2.4901 1.0638 0.9983 -0.057
C -1.6068 3.2132 0.0458 -0.043
C -2.2508 3.0726 2.4330 -0.081
H 3.8882 1.6368 5.9152 0.081
H 4.3086 1.7860 4.2048 0.084
H 3.5360 0.3040 4.8004 0.077
H 2.6247 3.7794 5.8338 0.080
H 1.3298 4.0143 4.6437 0.077
H 3.0126 3.9418 4.1073 0.088
H 1.6166 1.6051 6.7047 0.079
H 1.0627 0.3760 5.5471 0.088
H 0.2394 1.9378 5.6454 0.075
H 3.4455 0.7153 2.4790 0.095
H -0.2192 2.6107 3.6009 0.088
H -2.1102 0.5056 0.1432 0.056
H -3.5222 1.3757 0.7916 0.081
H -2.4951 0.3963 1.8661 0.075
H -1.2606 2.6757 -0.8378 0.066
H -0.9464 4.0715 0.2134 0.089
H -2.6200 3.5905 -0.1401 0.080
H -2.3235 2.4704 3.3439 0.082
H -3.2654 3.3597 2.1439 0.079
H -1.6933 3.9871 2.6619 0.085
C 3.8774 -2.8577 1.6000 -0.116
C 2.9880 -2.2705 2.4939 -0.108
C 1.6603 -2.0939 2.1333 -0.133
C 1.1917 -2.5117 0.8852 -0.406
C 2.0888 -3.1000 -0.0010 -0.136
C 3.4242 -3.2707 0.3556 -0.124
P -0.5784 -2.1333 0.5194 1.132
C -1.3863 -3.4480 1.5409 -0.375
C -0.8327 -4.7086 1.7783 -0.091
C -1.5145 -5.6515 2.5355 -0.093
C -2.7639 -5.3517 3.0691 -0.108
C -3.3240 -4.1019 2.8482 -0.099
C -2.6344 -3.1572 2.0926 -0.106
C -0.7908 -2.7596 -1.1935 -0.383
C -1.5151 -3.9082 -1.5189 -0.104
C -1.6215 -4.3201 -2.8436 -0.112
C -0.9896 -3.5900 -3.8431 -0.099
C -0.2833 -2.4359 -3.5213 -0.096
C -0.1850 -1.9913 -2.2008 -0.196
H 4.9210 -2.9820 1.8688 0.097
H 3.3350 -1.9301 3.4632 0.093
H 0.9733 -1.6099 2.8221 0.109
H 1.7533 -3.4142 -0.9817 0.105
H 4.1135 -3.7153 -0.3533 0.103
H 0.1416 -4.9479 1.3668 0.107
H -1.0713 -6.6256 2.7106 0.097
H -3.2956 -6.0912 3.6564 0.093
H -4.2935 -3.8589 3.2690 0.095
H -3.0652 -2.1745 1.9229 0.088
H -2.0080 -4.4797 -0.7427 0.088
H -2.1876 -5.2109 -3.0900 0.088
H -1.0425 -3.9215 -4.8760 0.095
H 0.2102 -1.8772 -4.3116 0.086
F 2.5200 0.8718 -5.5055 0.092
B 2.7505 -0.3306 -4.8040 -1.168
F 2.1128 -0.1674 -3.4864 0.002
F 4.1125 -0.5461 -4.5816 0.112
F 2.1339 -1.4194 -5.4374 0.104
C -3.0473 0.4578 -4.3380 -0.051
N -2.2287 1.6439 -4.5608 -0.146
C -2.2341 2.1017 -5.9459 -0.065
C -1.0297 1.6758 -3.8534 -0.457
O -0.6239 0.6586 -3.2977 0.027
N -0.3692 2.8629 -3.8062 -0.104
C 0.9956 2.9109 -3.2775 -0.005
C -0.9805 4.1366 -4.1371 -0.064
H -4.0918 0.7110 -4.5316 0.084
H -2.9396 0.1192 -3.3121 0.091
H -2.7537 -0.3672 -4.9960 0.091
H -2.2059 1.2421 -6.6241 0.090
H -1.3623 2.7144 -6.1585 0.078
H -3.1349 2.6819 -6.1672 0.086
H 1.1420 2.1322 -2.5423 0.058
H 1.1378 3.8716 -2.7825 0.088
H 1.7392 2.7854 -4.0666 0.093
H -2.0602 4.0335 -4.1990 0.084
H -0.6046 4.5462 -5.0792 0.086
H -0.7519 4.8517 -3.3450 0.084
```

## Properties
- LUMO energy (spin up / spin down) (eV) = 2.429 / 2.429
- ⟨S²⟩ = 0.779
- max |F| (hartree/bohr) = 0.01024
- frontier orbital gap (spin up / spin down) (hartree) = 0.2734 / 0.2726
- HOMO energy (spin up / spin down) (eV) = -5.010 / -4.988
- charge = -1
- 2S+1 = 2



2.
Entry from OMol25: C37H46BN7PbS3 as an isolated structure at a distorted geometry (ωB97M-V/def2-TZVPD).

```
95
Properties=species:S:1:pos:R:3:lowdin_charge:R:1
Pb 0.1263 -0.8700 0.4086 0.882
C 3.9995 -2.7218 2.0885 -0.048
C 2.5318 -2.9823 2.1972 -0.303
C 1.7752 -2.4068 3.2130 -0.074
C 0.4127 -2.6380 3.3024 -0.114
C -0.2171 -3.4604 2.3815 -0.160
C 0.5265 -4.0371 1.3623 -0.129
C 1.8892 -3.8024 1.2794 -0.088
H 4.2201 -1.6703 2.2528 0.067
H 4.3585 -2.9909 1.1003 0.063
H 4.5465 -3.3066 2.8274 0.086
H 2.2603 -1.7759 3.9411 0.106
H -0.1637 -2.1740 4.0901 0.111
H -1.2784 -3.6446 2.4536 0.101
H 0.0450 -4.6749 0.6346 0.108
H 2.4575 -4.2659 0.4870 0.107
C -3.6224 -0.3952 -2.0402 -0.092
C -3.6348 1.1217 -1.8967 -0.527
C -4.2829 1.4846 -0.5547 -0.012
C -4.4055 1.7145 -3.0819 -0.022
N -2.2976 1.7374 -1.8995 0.012
C -2.1840 3.0979 -1.7510 -0.048
C -0.8724 3.4030 -1.7216 -0.061
N -0.1616 2.2441 -1.8518 0.017
B 1.3896 2.3115 -1.8788 -0.601
N 1.9879 1.0758 -2.5510 0.004
C 1.7821 0.8914 -3.8929 -0.090
C 2.3648 -0.2630 -4.2581 -0.067
N 2.9381 -0.8256 -3.1377 -0.002
C 2.6926 0.0138 -2.0896 -0.708
S 3.2026 -0.1486 -0.5015 0.650
C 3.5348 -2.1622 -3.2279 -0.549
C 4.0004 -2.6954 -1.8783 -0.108
C 4.7424 -2.0813 -4.1708 -0.024
C 2.4635 -3.1111 -3.7858 -0.022
N 1.9566 2.5461 -0.4594 0.016
C 3.2040 3.0823 -0.3158 -0.076
C 3.4779 3.1790 1.0028 -0.041
N 2.3939 2.6965 1.6878 0.009
C 1.4821 2.3043 0.7676 -0.653
S -0.0866 1.6874 1.1228 0.649
C 2.2760 2.6177 3.1502 -0.546
C 3.5635 3.1265 3.8002 -0.045
C 1.1087 3.4962 3.6046 -0.039
C 2.0603 1.1582 3.5536 -0.048
C -1.0441 1.2360 -1.9477 -0.660
S -0.6113 -0.4128 -2.1498 0.640
H -4.6540 -0.7400 -2.0570 0.088
H -3.1167 -0.8633 -1.2015 0.025
H -3.1376 -0.6987 -2.9623 0.054
H -5.1921 0.9095 -0.4093 0.086
H -4.5387 2.5385 -0.4940 0.081
H -3.5976 1.2447 0.2556 0.079
H -5.4096 1.3026 -3.1046 0.090
H -3.9021 1.4562 -4.0113 0.093
H -4.4816 2.7963 -3.0174 0.073
H -3.0305 3.7455 -1.6808 0.119
H -0.3840 4.3482 -1.6107 0.128
H 1.6796 3.2725 -2.5366 0.128
H 1.2173 1.5926 -4.4701 0.126
H 2.4198 -0.7205 -5.2215 0.115
H 4.8178 -2.0970 -1.4873 0.059
H 4.3433 -3.7191 -2.0064 0.089
H 3.1858 -2.6816 -1.1616 0.030
H 5.4596 -1.3628 -3.7796 0.092
H 4.4551 -1.7765 -5.1751 0.076
H 5.2219 -3.0547 -4.2291 0.088
H 1.5579 -3.0338 -3.1877 0.089
H 2.8195 -4.1373 -3.7523 0.087
H 2.2131 -2.8754 -4.8165 0.075
H 3.8039 3.3335 -1.1632 0.129
H 4.3583 3.5502 1.4768 0.113
H 3.7465 4.1686 3.5494 0.086
H 4.4202 2.5271 3.5021 0.090
H 3.4623 3.0550 4.8798 0.091
H 1.2738 4.5291 3.3066 0.091
H 1.0208 3.4538 4.6861 0.089
H 0.1800 3.1498 3.1634 0.025
H 2.8361 0.5336 3.1171 0.083
H 1.0940 0.8037 3.2112 0.028
H 2.0945 1.0641 4.6347 0.092
N -9.8134 -0.2897 2.3357 0.157
C -8.6906 -0.5134 2.2452 -0.202
C -7.3079 -0.7543 2.0994 -0.240
C -6.3893 -0.0607 2.8981 -0.018
C -5.0384 -0.2277 2.6930 -0.022
C -4.5751 -1.0821 1.6873 -0.266
C -5.4968 -1.8050 0.9189 -0.029
C -6.8492 -1.6424 1.1216 -0.022
C -3.1928 -1.1361 1.3935 -0.162
C -2.0207 -1.0855 1.0773 -0.237
H -6.7498 0.6150 3.6603 0.119
H -4.3202 0.3190 3.2896 0.122
H -5.1370 -2.4737 0.1491 0.119
H -7.5635 -2.1865 0.5168 0.120
```

## Properties
- LUMO energy (eV) = 0.171
- max |F| (hartree/bohr) = 0.02310
- energy above the lowest of the compared OMol25 structures with the same formula, charge and spin (kcal/mol) = 0.00
- frontier orbital gap (hartree) = 0.2511
- HOMO energy (eV) = -6.662